Run i
{"formula": "C23H39NO2", "method": "ωB97M-V/def2-TZVPD", "symbols": ["O", "O", "N", "C", "C", "C", "C", "C", "C", "C", "C", "C", "C", "C", "C", "C", "C", "C", "C", "C", "C", "C", "C", "C", "C", "C", "H", "H", "H", "H", "H", "H", "H", "H", "H", "H", "H", "H", "H", "H", "H", "H", "H", "H", "H", "H", "H", "H", "H", "H", "H", "H", "H", "H", "H", "H", "H", "H", "H", "H", "H", "H", "H", "H", "H"], "coordinates": [[0.174, -1.740, 1.300], [-1.664, -1.440, 0.429], [-1.357, 1.022, -1.647], [5.269, 2.295, 0.768], [-2.033, 0.731, -2.983], [0.253, 0.092, -0.037], [5.708, 0.018, 3.306], [-1.451, 1.952, -3.940], [-3.640, 0.757, -2.738], [3.731, 0.165, 1.246], [4.291, -0.501, 3.501], [-5.662, -1.587, 0.090], [4.987, 1.044, 1.231], [2.787, 0.871, 0.277], [3.318, 0.131, 2.664], [-6.183, -1.431, -1.154], [1.762, -0.220, 0.153], [-5.602, -0.394, -2.079], [-0.165, 0.144, -1.535], [-0.545, -0.846, 0.699], [1.658, -1.325, 1.258], [1.803, -0.498, 2.705], [5.994, 0.226, 2.102], [-5.959, -2.812, -2.195], [-4.189, -0.264, -2.189], [3.044, 1.623, 3.234], [-6.258, -2.739, -3.299], [2.368, 1.619, 0.591], [3.986, 2.066, 3.456], [-6.381, -3.702, -1.522], [-0.403, 2.061, -4.000], [-1.852, 0.026, -3.593], [-2.014, 1.987, -4.834], [-4.799, -1.808, 0.018], [1.014, 0.237, 2.789], [0.136, 1.185, 0.207], [3.253, 1.074, -0.503], [-3.620, -0.770, -1.407], [-5.937, 0.681, -1.556], [-7.313, -1.518, -1.399], [2.284, -2.081, 1.352], [4.073, -0.663, 1.056], [3.929, -0.465, 4.574], [-4.011, -1.393, -3.141], [-6.187, -2.346, 0.512], [-5.880, -0.799, 0.628], [2.832, 1.385, 4.380], [-2.059, 0.529, -1.047], [2.025, -0.846, -0.866], [2.387, 2.207, 2.541], [-3.880, 1.800, -2.259], [1.512, -0.938, 3.556], [-4.853, -3.286, -2.020], [0.501, 1.004, -1.962], [-6.056, -0.271, -2.906], [6.251, -0.578, 4.055], [6.356, -0.684, 1.567], [5.599, 0.925, 3.975], [-0.017, -0.732, -2.183], [6.292, 2.825, 0.765], [-1.757, 3.022, -3.475], [7.043, 0.893, 2.117], [4.358, -1.718, 3.063], [4.702, 2.875, 0.269], [-3.950, 0.921, -3.964]], "mulliken_charge": [-0.4216, -0.7068, -0.2644, -1.6050, 0.0341, 0.2223, -0.6588, -1.6134, -0.7198, -0.4796, -0.3546, -2.7530, 0.5281, -4.1464, 1.1278, 0.8317, 1.4414, -1.7415, -1.2356, 0.6080, -0.8484, -1.9351, -0.5906, -1.1474, 0.5705, -1.5755, 0.2986, 1.4183, 0.5529, 0.3468, 0.4041, 0.6464, 0.4562, 0.8763, 0.4649, 0.1604, 0.8712, 0.0582, 0.3042, 0.2697, 0.8987, 1.3645, 0.4047, 0.1147, 0.6550, 0.5367, 0.3803, 0.2053, 0.2103, 0.2746, 0.1923, 0.7845, 0.2345, 0.3046, 0.7916, 0.3878, 0.2412, 0.2931, 0.2837, 0.2377, 0.2646, 0.2499, 0.2730, 0.5249, 0.1968], "lumo_energy_ha": 0.020, "homo_ev": -8.778}

Run ii
{"formula": "C23H39NO2", "method": "ωB97M-V/def2-TZVPD", "symbols": ["O", "O", "N", "C", "C", "C", "C", "C", "C", "C", "C", "C", "C", "C", "C", "C", "C", "C", "C", "C", "C", "C", "C", "C", "C", "C", "H", "H", "H", "H", "H", "H", "H", "H", "H", "H", "H", "H", "H", "H", "H", "H", "H", "H", "H", "H", "H", "H", "H", "H", "H", "H", "H", "H", "H", "H", "H", "H", "H", "H", "H", "H", "H", "H", "H"], "coordinates": [[-1.398, 3.864, 0.765], [-2.218, 2.474, -0.774], [1.253, 0.220, 0.755], [7.014, -1.621, -1.160], [5.015, 0.579, -0.092], [2.811, -1.575, 0.399], [-2.085, 1.091, -1.126], [-2.844, 0.030, 1.057], [-6.028, -2.075, 0.357], [-4.488, 0.153, -0.859], [-3.918, -0.725, 0.280], [3.681, 0.808, 0.633], [-3.340, 0.546, -1.801], [5.992, -0.263, 0.728], [-5.174, 1.410, -0.317], [0.656, 1.489, 0.401], [-0.819, 1.494, 0.833], [-5.225, -0.970, 2.416], [8.064, 0.558, -0.496], [-5.493, -0.692, -1.662], [2.534, -0.096, 0.143], [-6.612, -1.248, -0.789], [7.283, -0.659, -0.005], [-5.051, -1.239, 1.132], [-1.652, 0.395, 0.172], [-1.491, 2.759, 0.311], [-3.033, -0.335, -2.369], [-4.552, -0.357, 2.988], [-0.866, 1.459, 1.923], [-3.442, -1.596, -0.191], [-6.068, -1.367, 2.956], [-5.826, 1.834, -1.078], [5.496, -1.177, 1.058], [6.454, -1.132, -1.954], [-1.267, 1.038, -1.860], [-7.208, -0.432, -0.380], [-5.916, -0.085, -2.465], [5.477, 1.546, -0.298], [-4.447, 2.170, -0.050], [1.323, 0.136, 1.765], [-7.274, -1.872, -1.395], [-1.048, -0.488, -0.043], [3.814, 0.659, 1.708], [7.953, -1.973, -1.581], [-2.486, -0.590, 1.882], [6.449, -2.485, -0.818], [-4.964, -1.529, -2.125], [-3.693, 1.296, -2.511], [3.369, 1.845, 0.485], [1.941, -2.161, 0.114], [-5.512, -2.946, -0.059], [0.725, 1.596, -0.687], [4.819, 0.100, -1.052], [-6.826, -2.433, 1.009], [-5.771, 1.179, 0.562], [1.146, 2.365, 0.855], [7.533, 1.059, -1.302], [9.038, 0.253, -0.872], [2.408, 0.056, -0.937], [-3.275, 0.939, 1.479], [3.664, -1.914, -0.180], [3.009, -1.747, 1.455], [7.908, -1.186, 0.727], [6.264, 0.302, 1.624], [8.217, 1.268, 0.314]], "mulliken_charge": [-0.6345, -0.4183, -0.0116, -1.5125, -0.5619, -1.6093, 0.0896, -2.0595, -0.9378, 1.7800, 0.6604, -0.8010, -2.2421, -0.6723, -1.9825, -1.4806, 0.0812, -1.3101, -1.6108, -1.4424, 0.2459, -0.6007, 0.5970, 0.3908, 0.6087, 0.0392, 0.4398, 0.2994, 0.6020, 0.6424, 0.3370, 0.4274, 0.2899, 0.2894, 0.3842, 0.3335, 0.4779, 0.3486, 0.3975, 0.3152, 0.4181, 0.5612, 0.3273, 0.4639, 0.4746, 0.3341, 0.3876, 0.5080, 0.3881, 0.3983, 0.3350, 0.3459, 0.2822, 0.4084, 0.4096, 0.4368, 0.3265, 0.4609, 0.2341, 0.5925, 0.3633, 0.3403, 0.3267, 0.3222, 0.3652], "lumo_energy_ha": 0.025, "homo_ev": -8.942, "smiles": "C=C1CCC[C@]2(C)C[C@H]3OC(=O)[C@H](CN[C@H](C)CCCC(C)C)[C@H]3C[C@@H]12"}

Short version: run ii, run i, most stable first.

Run i
{"formula": "C3H12O2S", "method": "ωB97M-V/def2-TZVPD", "symbols": ["S", "O", "O", "C", "C", "C", "H", "H", "H", "H", "H", "H", "H", "H", "H", "H", "H", "H"], "coordinates": [[0.160, 0.517, -2.194], [1.159, 0.865, 3.059], [0.821, -1.583, 1.351], [1.406, 1.244, -1.110], [-2.342, -0.375, -1.200], [-0.841, -0.465, -1.022], [2.228, 1.630, -1.718], [1.279, -0.760, 1.551], [1.913, 0.467, -0.518], [1.441, -2.210, 1.011], [-2.943, -0.151, -0.321], [1.056, 2.019, -0.444], [0.618, 0.628, 3.846], [-2.714, -1.250, -1.732], [-2.556, 0.408, -1.945], [-0.596, -1.530, -1.106], [-0.445, -0.216, -0.043], [0.355, 0.761, 2.535]], "mulliken_charge": [-0.1419, -0.6434, -0.6186, -0.8051, -1.0701, 0.1352, 0.3365, 0.2927, 0.2389, 0.3107, 0.3132, 0.2977, 0.3392, 0.2852, 0.3097, 0.2846, -0.1626, 0.2980], "lumo_energy_ha": 0.019, "homo_ev": -8.386, "smiles": "CCSC.O.O"}

Run ii
{"formula": "C3H12O2S", "method": "ωB97M-V/def2-TZVPD", "symbols": ["S", "O", "O", "C", "C", "C", "H", "H", "H", "H", "H", "H", "H", "H", "H", "H", "H", "H"], "coordinates": [[2.827, -0.577, -0.527], [-4.958, 1.465, 0.846], [-2.750, 0.576, -2.126], [3.870, -0.842, 0.915], [1.178, -0.771, 0.217], [0.260, 0.383, -0.179], [0.711, -1.685, -0.183], [0.662, 1.380, -0.001], [-4.188, 1.258, 0.296], [-5.709, 1.310, 0.262], [4.867, -1.046, 0.521], [3.609, -1.692, 1.550], [-0.681, 0.322, 0.370], [1.051, -1.055, 1.265], [0.024, 0.368, -1.247], [-2.876, -0.194, -1.582], [3.931, -0.069, 1.693], [-1.827, 0.869, -2.091]], "mulliken_charge": [-0.0842, -0.6435, -0.6472, -0.8772, -0.5648, -0.8856, 0.2831, 0.3254, 0.3257, 0.3263, 0.2967, 0.2965, 0.3580, 0.4005, 0.1191, 0.3187, 0.3097, 0.3426], "lumo_energy_ha": 0.019, "homo_ev": -8.719, "smiles": "CCSC.O.O"}

Short version: run ii, run i, most stable first.

Run i
{"formula": "C5H11Cl", "method": "ωB97M-V/def2-TZVPD", "symbols": ["Cl", "C", "C", "C", "C", "C", "H", "H", "H", "H", "H", "H", "H", "H", "H", "H", "H"], "coordinates": [[-3.094, -0.029, 0.146], [0.058, 0.537, -1.508], [-0.118, -1.559, 0.068], [-0.209, 0.069, -0.100], [1.087, 0.445, 0.723], [-1.398, 0.677, 0.505], [0.841, -1.886, -0.464], [-0.855, 0.405, -2.106], [2.019, 0.151, 0.388], [0.925, 0.128, 1.849], [-1.506, 1.705, 0.040], [0.341, 1.555, -1.448], [1.159, 1.564, 0.889], [-0.872, -2.257, -0.314], [-1.394, 0.721, 1.567], [0.961, -0.033, -1.839], [0.208, -1.721, 1.156]], "mulliken_charge": [-0.2347, -1.6418, -1.2331, 1.4966, -1.6748, -0.8547, 0.3098, 0.3635, 0.4637, 0.3771, 0.3309, 0.4547, 0.3629, 0.3278, 0.4310, 0.3824, 0.3387], "lumo_energy_ha": 0.030, "homo_ev": -10.586, "smiles": "CC(C)(C)CCl"}

Run ii
{"formula": "C5H11Cl", "method": "ωB97M-V/def2-TZVPD", "symbols": ["Cl", "C", "C", "C", "C", "C", "H", "H", "H", "H", "H", "H", "H", "H", "H", "H", "H"], "coordinates": [[0.881, 0.048, -1.881], [1.817, -0.272, 0.694], [-2.123, -0.891, 1.170], [-1.354, 0.342, 1.537], [0.560, -0.062, -0.126], [-0.583, 0.968, 0.401], [-0.580, 0.186, 2.255], [0.268, -1.143, 0.127], [-2.603, -0.736, 0.216], [2.356, 0.748, 0.773], [-1.428, -1.695, 0.949], [2.375, -1.005, 0.050], [1.559, -0.475, 1.706], [-0.469, 2.025, 0.441], [-2.098, 0.894, 2.037], [-1.302, 0.890, -0.452], [-2.965, -1.019, 1.818]], "mulliken_charge": [-0.2119, -1.2212, -1.0976, -0.5427, 0.4619, -0.6780, 0.2289, 0.0390, 0.2998, 0.2729, 0.3024, 0.3799, 0.3041, 0.4563, 0.3990, 0.2505, 0.3567], "lumo_energy_ha": 0.038, "homo_ev": -10.272, "smiles": "CCC[C@H](C)Cl"}

Short version: run i, run ii, most stable first.

Run i
{"formula": "C2H4P2S", "method": "ωB97M-V/def2-TZVPD", "symbols": ["S", "P", "P", "C", "C", "H", "H", "H", "H"], "coordinates": [[-0.947, 1.611, 0.157], [-2.537, 0.245, -0.057], [-1.649, -1.576, -0.160], [0.629, -0.768, 0.174], [0.640, 0.647, -0.147], [1.200, 1.386, 0.368], [0.805, -0.994, 1.288], [0.676, 0.986, -1.221], [1.184, -1.536, -0.401]], "mulliken_charge": [-0.1422, 0.0749, 0.0498, -0.8838, -0.3270, 0.3413, 0.2608, 0.2790, 0.3473], "lumo_energy_ha": -0.022, "homo_ev": -8.445}

Run ii
{"formula": "C2H4P2S", "method": "ωB97M-V/def2-TZVPD", "symbols": ["S", "P", "P", "C", "C", "H", "H", "H", "H"], "coordinates": [[-1.388, -0.447, -2.093], [-0.001, 2.322, -1.109], [-1.089, 1.509, -2.728], [-0.010, -0.457, -0.655], [-0.123, 0.803, 0.030], [-0.316, -1.341, -0.262], [-1.146, 1.006, 0.430], [0.514, 1.041, 0.852], [0.897, -0.547, -1.340]], "mulliken_charge": [-0.1460, -0.0030, 0.0531, -0.6488, -0.6146, 0.4100, 0.2889, 0.3837, 0.2767], "lumo_energy_ha": -0.026, "homo_ev": -8.292}

Short version: run ii, run i, most stable first.